Record 1
DFT (ωB97M-V with the def2-TZVPD basis set) results for a 2-piece molecular cluster, C3H9N2O overall at a distorted geometry.

Structure (ORCA input):
```
! RIJCOSX wB97M-V def2-TZVPD def2/J DEFGRID3
* xyz 1 1
C 2.060 0.271 -0.677
C -1.271 0.597 -0.360
C 0.311 -0.226 0.777
N 1.419 0.474 0.397
N -2.301 -0.182 -0.297
O 0.064 -1.463 0.299
H 2.909 0.869 -1.022
H 1.804 -0.479 -1.350
H -1.387 1.595 0.087
H -0.533 0.589 -1.156
H 0.091 -0.219 1.866
H -3.077 0.163 0.222
H 1.732 1.310 1.039
H -2.259 -1.153 -0.709
H 0.436 -2.147 0.885
*
```

Kohn-Sham gap ... 8.04 eV
Energy relative to the best compared isomer or geometry (same formula, charge and spin) ... 86.3 kcal per mole

Atomic partial charges in e from the Mulliken method, atoms 1 to 2:
1 C -0.3374
2 C -0.4411

***

Record 2
DFT (ωB97M-V with the def2-TZVPD basis set) results for a 2-piece molecular cluster, C4H11NOS overall at a distorted geometry.

Structure (ORCA input):
```
! RIJCOSX wB97M-V def2-TZVPD def2/J DEFGRID3
* xyz 0 1
C 0.062 0.486 -1.239
C 1.577 0.770 -1.349
C -1.856 0.500 2.356
C -0.622 0.797 2.282
N 0.093 -2.089 -1.516
O 1.038 -1.080 0.681
S -0.179 -0.938 -0.123
H -0.304 0.222 -2.161
H 2.177 -0.096 -1.261
H 1.721 1.206 -2.252
H 1.923 1.586 -0.663
H -2.043 -0.544 2.526
H -2.681 1.217 2.307
H -0.483 1.306 -0.917
H 0.252 0.096 2.158
H -0.389 1.893 2.250
H -0.750 -2.421 -2.120
H 0.463 -2.911 -0.959
*
```

Kohn-Sham gap ... 9.54 eV
Energy relative to the best compared isomer or geometry (same formula, charge and spin) ... 83.0 kcal per mole

Atomic partial charges in e from the Mulliken method, atoms 1 to 2:
1 C -0.5938
2 C -1.0631

***

Record 3
DFT (ωB97M-V with the def2-TZVPD basis set) results for CH3BrN2O as an isolated structure at a distorted geometry.

Structure (ORCA input):
```
! RIJCOSX wB97M-V def2-TZVPD def2/J DEFGRID3
* xyz 0 1
C -0.893 1.040 0.162
N 0.963 -1.152 0.389
N 1.834 -1.793 -0.081
O 0.149 0.191 -0.374
Br -2.659 0.219 -0.007
H -0.866 2.009 -0.309
H -0.737 1.113 1.256
H 2.209 -1.627 -1.036
*
```

Kohn-Sham gap (spin up / spin down) ... 9.64 / 9.64 eV
Energy relative to the best compared isomer or geometry (same formula, charge and spin) ... 31.5 kcal per mole

Atomic partial charges in e from the Mulliken method, atoms 1 to 2:
1 C -0.2126
2 N 0.2292

***

Record 4
DFT (ωB97M-V with the def2-TZVPD basis set) results for C3H2O3Y as an isolated structure at a distorted geometry.

Structure (ORCA input):
```
! RIJCOSX wB97M-V def2-TZVPD def2/J DEFGRID3
* xyz 2 2
H -3.302 -0.488 0.946
C -2.441 0.934 0.076
C -2.769 -0.482 -0.093
O -1.512 -1.182 -0.086
C -0.568 -0.301 -0.074
O -1.114 0.964 0.071
O 0.619 -0.508 -0.062
Y 2.943 0.236 0.038
H -3.357 -0.708 -0.993
*
```

Kohn-Sham gap (spin up / spin down) ... 6.14 / 5.99 eV
<S²> ... 0.750
Energy relative to the best compared isomer or geometry (same formula, charge and spin) ... 78.8 kcal per mole

Atomic partial charges in e from the Mulliken method, atoms 1 to 2:
1 H 0.2994
2 C -0.3057

***

Record 5
DFT (ωB97M-V with the def2-TZVPD basis set) results for C18H18Cl2CuN7O2PS as an isolated structure.

Structure (ORCA input):
```
! RIJCOSX wB97M-V def2-TZVPD def2/J DEFGRID3
* xyz 0 2
Cu 0.271 1.622 -0.221
C 5.344 -0.264 -0.115
N 4.334 0.781 -0.078
C 4.584 2.125 -0.066
C 3.363 2.737 -0.045
N 2.380 1.796 -0.033
C 2.982 0.616 -0.054
P 2.223 -1.041 -0.043
C 1.037 -0.791 1.308
N 0.313 0.293 1.507
C -0.469 0.046 2.594
C -0.213 -1.212 3.059
N 0.746 -1.739 2.240
C 1.288 -3.081 2.335
C 1.129 -0.851 -1.480
N 0.766 0.291 -2.027
C -0.055 -0.030 -3.069
C -0.190 -1.384 -3.147
N 0.572 -1.905 -2.136
C 0.564 -3.289 -1.707
H 6.324 0.205 -0.108
H 5.255 -0.914 0.752
H 5.244 -0.862 -1.019
H 5.587 2.514 -0.080
H 3.141 3.791 -0.039
H -1.183 0.763 2.954
H -0.631 -1.777 3.873
H 1.087 -3.467 3.331
H 0.826 -3.743 1.603
H 2.364 -3.067 2.174
H -0.523 0.728 -3.673
H -0.778 -2.014 -3.791
H 0.229 -3.910 -2.534
H 1.566 -3.600 -1.414
H -0.127 -3.422 -0.872
Cl -1.695 3.107 1.629
C -3.017 2.256 0.779
C -4.244 3.115 0.679
C -5.330 2.630 0.080
C -5.514 1.308 -0.524
C -4.635 0.303 -0.628
Cl -5.188 -1.154 -1.379
C -3.186 0.330 -0.125
S -2.198 -1.037 -0.284
H -4.223 4.109 1.101
H -6.199 3.275 0.027
H -6.500 1.127 -0.931
O -3.270 0.983 1.262
N -2.617 1.731 -0.542
O -1.532 1.973 -1.123
*
```

Kohn-Sham gap (spin up / spin down) ... 7.26 / 7.07 eV
<S²> ... 0.755
Energy relative to the best compared isomer or geometry (same formula, charge and spin) ... 0.0 kcal per mole

Atomic partial charges in e from the Mulliken method, atoms 1 to 2:
1 Cu -0.0609
2 C -0.8096

***

Record 6
DFT (ωB97M-V with the def2-TZVPD basis set) results for an isolated molecule of C20H17N5O2 at a distorted geometry.

Structure (ORCA input):
```
! RIJCOSX wB97M-V def2-TZVPD def2/J DEFGRID3
* xyz 0 1
C 5.906 5.108 -4.114
O 4.630 5.330 -3.562
C 3.995 4.302 -2.947
C 4.509 3.014 -2.808
C 3.772 2.040 -2.161
C 2.518 2.342 -1.648
N 1.780 1.356 -0.998
N 2.242 0.137 -0.849
C 1.266 -0.506 -0.196
C 1.162 -1.818 0.275
C 0.018 -2.201 0.930
C -0.089 -3.581 1.496
C -1.049 -1.270 1.099
N -2.230 -1.659 1.772
C -3.045 -2.692 1.411
O -2.822 -3.453 0.493
C -4.267 -2.818 2.259
C -5.412 -3.387 1.705
C -6.544 -3.521 2.488
C -6.485 -3.083 3.804
N -5.396 -2.569 4.350
C -4.317 -2.445 3.601
C -0.958 0.037 0.679
C 0.208 0.431 0.022
N 0.588 1.601 -0.507
C 1.995 3.626 -1.781
C 2.730 4.594 -2.425
H 5.876 4.346 -4.899
H 6.630 4.814 -3.348
H 6.208 6.060 -4.548
H 5.480 2.758 -3.199
H 4.158 1.039 -2.047
H 1.980 -2.506 0.136
H -0.488 -3.552 2.510
H -0.769 -4.181 0.892
H 0.885 -4.061 1.511
H -2.642 -0.941 2.350
H -5.389 -3.711 0.675
H -7.448 -3.954 2.091
H -7.344 -3.152 4.458
H -3.447 -2.048 4.112
H -1.763 0.738 0.838
H 1.020 3.839 -1.376
H 2.349 5.596 -2.542
*
```

Kohn-Sham gap ... 8.02 eV
SMILES string ... COc1ccc(-n2nc3cc(C)c(NC(=O)c4cccnc4)cc3n2)cc1
Energy relative to the best compared isomer or geometry (same formula, charge and spin) ... 0.0 kcal per mole

Atomic partial charges in e from the Mulliken method, atoms 1 to 2:
1 C -0.8323
2 O -0.4501